Entry 1:
{"formula": "C10H40Fe2O22S3", "method": "ωB97M-V with the def2-TZVPD basis set", "multiplicity": 11, "relative_energy_kj_mol": 92.85, "orbital_gap_ev": [8.10, 6.22], "elements": ["Fe", "Fe", "S", "O", "O", "O", "O", "S", "O", "O", "O", "O", "S", "O", "O", "O", "O", "C", "O", "H", "H", "H", "H", "C", "O", "H", "H", "H", "H", "C", "O", "H", "H", "H", "H", "C", "O", "H", "H", "H", "H", "C", "O", "H", "H", "H", "H", "C", "O", "H", "H", "H", "H", "C", "O", "H", "H", "H", "H", "C", "O", "H", "H", "H", "H", "C", "O", "H", "H", "H", "H", "C", "O", "H", "H", "H", "H"], "xyz": [[-3.50520, 0.88095, 0.53590], [0.93475, 1.12989, 1.91534], [-0.36126, 0.11600, -0.22769], [0.09757, -0.52357, 1.07102], [-1.80581, 0.21030, -0.25018], [0.26645, 1.46425, 0.05523], [0.21018, -0.51592, -1.38321], [-4.95656, 1.44496, -1.62921], [-4.07530, 2.31236, -0.71498], [-4.46918, 0.11860, -1.02127], [-6.35604, 1.63068, -1.36889], [-4.55664, 1.62257, -2.99710], [-2.16254, 1.90070, 2.60109], [-0.65469, 1.89816, 2.58582], [-2.63607, 2.51597, 1.31978], [-2.71181, 0.51023, 2.37726], [-2.62920, 2.52091, 3.79187], [0.64516, -3.65859, 3.30100], [1.52512, -2.72960, 2.66164], [0.57765, -3.36938, 4.34409], [-0.34184, -3.63886, 2.82879], [1.01007, -4.68121, 3.18938], [1.46720, -2.85391, 1.69723], [2.59754, 2.50911, -1.68680], [3.71209, 2.83185, -0.82548], [2.86655, 2.48245, -2.73798], [2.09792, 1.58936, -1.38578], [1.82607, 3.24924, -1.49214], [4.43459, 2.22959, -1.01895], [3.05239, -1.90660, -3.61308], [2.79267, -0.97915, -2.56935], [4.10102, -2.19087, -3.49719], [2.55886, -2.87804, -3.48387], [2.81912, -1.51538, -4.60101], [1.89845, -1.10189, -2.23243], [-3.71723, -2.14027, 2.16592], [-3.77052, -1.40813, 0.94493], [-3.75894, -1.45856, 3.00523], [-4.51381, -2.88208, 2.21725], [-2.75011, -2.65475, 2.22470], [-3.57156, -2.00201, 0.21521], [0.26574, -4.16366, -0.37835], [1.01155, -2.98258, -0.11906], [-0.74922, -4.06933, 0.03640], [0.12046, -4.30097, -1.45142], [0.73460, -5.02141, 0.09288], [0.69409, -2.28088, -0.70269], [3.23495, -0.42093, 0.54598], [2.78575, 0.28292, 1.73190], [3.27349, 0.22839, -0.32185], [4.23991, -0.80601, 0.72184], [2.60979, -1.28381, 0.33631], [3.50166, 0.26262, 2.37221], [-0.33972, 3.99821, -2.79975], [0.36417, 5.11537, -2.27968], [0.22749, 3.53295, -3.60241], [-0.51506, 3.21423, -2.05040], [-1.33466, 4.28555, -3.15061], [-0.08537, 5.38209, -1.47355], [1.26002, 4.13784, 1.55326], [1.93468, 2.88241, 1.28382], [0.21547, 3.96227, 1.78307], [1.73506, 4.63819, 2.39967], [1.35063, 4.79366, 0.68780], [2.73062, 3.14380, 0.78629], [-0.86212, -2.03746, -4.58721], [-1.93378, -1.90895, -5.50477], [-1.17003, -1.73010, -3.58416], [-0.45727, -3.05025, -4.53857], [-0.05159, -1.35937, -4.87629], [-2.65974, -1.47195, -5.05328], [-0.31450, -0.40006, 4.54503], [0.69528, -0.24512, 3.54129], [-0.66842, 0.58917, 4.82352], [-1.16326, -0.97471, 4.17402], [0.10389, -0.88166, 5.42916], [1.02831, -1.13982, 3.31755]], "atomic_forces_ev_per_a": [[-0.2855, -0.4579, -1.7407], [-1.3312, -0.7465, -0.9976], [0.6832, 0.8945, 1.5854], [-0.1064, -0.7477, -0.0987], [0.3421, -0.3470, -0.8782], [-0.1243, 0.3511, -0.9349], [-0.1668, -0.4552, -0.2992], [-0.2519, 0.4989, -0.7282], [-0.0704, 0.4178, 0.7828], [-0.1196, -0.7737, 0.4383], [0.0827, -0.0387, 0.2653], [0.2322, -0.3880, 0.1126], [-1.6758, 0.0702, -0.9230], [0.5098, 0.0587, 0.5394], [0.7676, 0.9590, 0.7160], [0.6060, -0.0416, 0.9862], [0.2987, 0.0368, 0.2694], [0.0455, -0.0175, -0.7581], [0.0439, 0.0115, 0.3929], [-0.0549, -0.1705, 0.1157], [-0.0849, 0.1846, 0.1898], [0.1561, 0.0054, 0.2841], [-0.2316, 0.2100, -0.0964], [-0.5263, 0.0225, 0.5131], [-0.2883, -0.0338, -0.0552], [0.1260, 0.0848, -0.0189], [0.4239, -0.2814, -0.2126], [0.2639, 0.3841, -0.2932], [0.0702, 0.0100, -0.0221], [0.4742, -0.7260, 0.6246], [-0.0861, -0.1427, 0.0423], [0.1247, 0.3629, -0.5233], [-0.4552, 0.2883, 0.0702], [0.1175, 0.1060, -0.0368], [-0.0859, 0.2559, -0.1917], [0.6416, -0.4455, -0.1262], [-0.2533, 0.1288, 0.4585], [-0.2267, 0.1696, -0.0897], [-0.1130, 0.0858, 0.0128], [-0.0810, -0.0513, 0.1100], [-0.2004, 0.2582, -0.2305], [-0.9482, 0.4335, -0.1308], [0.4123, -0.5210, 0.0794], [0.1297, -0.0485, 0.0957], [0.3061, -0.3010, 0.0046], [0.2614, 0.0106, -0.1447], [-0.0961, 0.1519, 0.1316], [0.5313, -0.6033, -0.4037], [0.4133, -0.2198, -0.1592], [-0.2326, 0.1809, 0.1251], [-0.0202, 0.1283, 0.1093], [-0.2693, 0.1863, 0.1516], [-0.2003, 0.1384, 0.2278], [-0.7441, -0.4943, 0.2497], [0.2951, -0.1162, 0.1273], [0.1032, 0.3100, -0.1163], [0.1663, 0.1440, 0.0816], [0.1338, 0.0097, -0.2360], [-0.0915, 0.1002, -0.0603], [0.1038, 0.4543, 0.1535], [-0.3174, 1.0662, 1.0655], [-0.0097, -0.1456, -0.1237], [-0.0284, -0.1047, 0.0261], [-0.0822, -0.1479, -0.1110], [0.3257, -1.0143, -0.3215], [0.1202, 0.7068, 0.2894], [0.0439, -0.3570, 0.0294], [0.0552, -0.1353, 0.0434], [-0.2368, -0.1089, -0.2027], [0.0497, -0.0960, -0.0255], [-0.0351, 0.0468, -0.0791], [-0.3035, 0.3602, 0.2069], [0.5933, 0.1793, 0.4658], [0.0125, -0.0058, -0.0142], [0.0738, 0.0002, -0.1614], [0.0999, -0.0170, -0.0590], [0.1946, -0.1611, -0.5688]]}

Entry 2:
{"formula": "C19H35FILiO11S4", "method": "ωB97M-V with the def2-TZVPD basis set", "relative_energy_kj_mol": 106.80, "orbital_gap_ev": 6.55, "elements": ["Li", "I", "C", "C", "C", "S", "O", "O", "C", "H", "H", "H", "H", "H", "H", "H", "H", "C", "C", "C", "S", "O", "O", "C", "H", "H", "H", "H", "H", "H", "H", "H", "C", "C", "C", "S", "O", "O", "C", "H", "H", "H", "H", "H", "H", "H", "H", "C", "C", "C", "S", "O", "O", "C", "H", "H", "H", "H", "H", "H", "H", "H", "C", "C", "O", "C", "O", "O", "F", "H", "H", "H"], "xyz": [[12.08681, -18.51588, 24.19615], [10.09890, -17.35688, 22.63157], [13.85991, -22.80647, 26.08456], [12.67459, -22.39756, 26.96878], [11.45141, -22.61601, 26.08541], [11.91042, -21.83162, 24.50175], [11.67610, -20.41039, 24.59827], [11.34014, -22.58436, 23.41275], [13.71083, -22.17699, 24.70511], [14.03290, -23.87670, 25.96536], [14.81279, -22.44618, 26.48815], [12.82523, -21.36924, 27.29106], [12.62667, -23.07233, 27.82345], [10.52864, -22.13655, 26.40618], [11.30241, -23.67596, 25.89021], [14.23598, -21.24732, 24.51766], [13.85699, -22.94671, 23.94791], [10.88823, -15.17377, 28.36306], [12.17553, -15.91473, 28.76072], [11.84926, -17.38870, 28.83372], [10.64440, -17.69808, 27.48830], [9.49182, -18.43890, 27.95779], [11.44621, -18.13228, 26.35852], [10.20538, -15.93488, 27.22659], [11.15770, -14.15465, 28.08350], [10.23936, -15.12203, 29.23829], [12.57628, -15.55816, 29.70912], [12.94680, -15.74081, 28.00787], [11.47024, -17.70439, 29.80641], [12.63100, -18.11139, 28.59233], [9.13149, -15.78367, 27.16822], [10.60551, -15.73007, 26.23118], [15.20753, -17.47895, 20.34164], [16.12088, -18.00400, 21.43899], [15.77667, -19.48697, 21.61487], [13.93816, -19.46341, 21.57206], [13.39724, -19.32593, 22.90956], [13.47800, -20.53339, 20.70198], [13.79028, -17.94103, 20.64510], [15.50958, -17.89951, 19.37852], [15.28371, -16.39269, 20.32204], [15.94921, -17.38996, 22.32179], [17.13023, -17.85146, 21.04833], [16.08345, -20.01293, 22.51552], [16.02479, -20.04597, 20.71443], [13.26202, -17.26238, 21.32308], [13.13492, -18.12496, 19.79985], [13.75056, -13.60364, 25.76809], [13.29149, -13.06810, 24.39484], [12.76520, -14.25104, 23.59661], [13.92603, -15.57331, 23.96244], [14.89924, -15.61388, 22.90031], [13.19404, -16.75247, 24.35505], [14.67330, -14.76262, 25.43101], [12.89352, -13.90466, 26.36643], [14.32630, -12.84334, 26.29387], [14.16505, -12.57903, 23.95272], [12.55775, -12.26766, 24.49504], [12.63596, -14.20696, 22.52066], [11.82639, -14.55555, 24.06458], [15.68148, -14.45762, 25.14451], [14.84854, -15.52102, 26.19541], [17.25551, -18.13727, 24.92929], [17.61738, -19.24185, 25.94584], [16.37504, -19.83974, 26.21041], [15.37202, -18.98254, 25.86892], [14.22811, -19.14760, 26.14938], [15.86859, -17.95272, 25.18275], [18.11452, -18.72840, 27.10801], [17.41403, -18.49444, 23.91017], [17.78563, -17.20272, 25.09163], [18.30350, -19.95235, 25.48360]], "atomic_forces_ev_per_a": [[-0.3111, 0.0735, 0.0510], [0.2178, 0.1901, 0.0825], [1.3110, 0.6803, 0.0282], [0.1512, -0.9086, -0.2890], [0.1128, 0.8678, -0.2893], [0.1147, -0.5939, 0.5426], [-0.1517, -0.3426, 0.2715], [0.2875, 0.2654, 0.1929], [-1.3263, -0.5789, -0.6523], [-0.6015, -0.1109, 0.1868], [-0.1947, 0.0507, 0.2573], [-0.3147, 0.0710, 0.0027], [-0.0320, 0.2554, 0.1958], [0.0037, -0.0402, 0.0779], [-0.0899, 0.0010, -0.0914], [0.0635, -0.0457, 0.0120], [0.4202, 0.3995, -0.2857], [0.2742, 0.0168, 0.1266], [0.2649, -0.0620, -0.2473], [-0.2559, -1.0451, -0.1573], [-0.1222, 0.6470, 0.2176], [0.7166, 0.1128, -0.3067], [-0.6302, 0.0094, 0.5073], [0.3598, -0.2776, -0.2223], [-0.2709, 0.0447, -0.0723], [-0.1406, 0.0246, -0.0766], [-0.0795, 0.0532, 0.0092], [0.0054, -0.0334, -0.0899], [-0.4833, 0.2046, -0.1403], [0.3079, 0.4005, -0.0694], [-0.0648, -0.3095, 0.1948], [0.1569, 0.1275, 0.0868], [-0.3879, -0.1314, -0.2927], [0.4483, -0.1997, -0.3154], [-0.9987, 0.5322, -0.0801], [-0.0992, -0.6523, -1.4999], [0.7069, -0.0976, -0.2299], [0.3370, 0.2775, 0.9769], [-0.4722, 0.6529, 0.8390], [0.0998, 0.1790, -0.0062], [-0.1361, -0.0409, -0.2128], [0.1626, -0.3185, 0.1342], [0.1963, -0.1916, 0.5110], [0.1345, 0.0926, 0.0411], [0.1826, -0.1459, 0.1045], [0.0589, 0.0213, -0.0957], [0.1149, -0.1428, -0.0760], [0.2557, 0.1332, -0.5840], [0.4077, 0.7922, 0.0436], [-0.1629, -0.2946, 0.9152], [-0.7242, 0.6538, 0.5832], [0.3297, -0.2344, -0.0857], [0.5972, 0.1055, 0.0262], [0.2859, -0.9518, -0.1140], [-0.0014, -0.1388, 0.1136], [-0.2159, 0.0548, 0.1646], [-0.0303, -0.2322, -0.3272], [-0.1931, -0.2057, 0.0194], [0.1051, 0.2771, -0.0272], [-0.0974, -0.2279, -0.3227], [-0.2036, 0.3344, -0.2955], [-0.4915, -0.0378, 0.0441], [0.0719, -0.4641, 0.6411], [-0.2666, 0.4560, -0.9998], [0.5329, -0.2093, 0.0352], [-0.7661, -0.1753, 0.2613], [0.5283, -0.0203, -0.0702], [-0.0646, 0.6694, -0.4349], [0.0957, -0.1190, -0.1661], [-0.1025, 0.0834, 0.0137], [0.0120, -0.0341, 0.0768], [0.0515, -0.1967, 0.6378]]}

Entry 3:
{"formula": "C22H14F4Na", "method": "ωB97M-V with the def2-TZVPD basis set", "charge": -1, "relative_energy_kj_mol": 0.00, "orbital_gap_ev": 3.93, "elements": ["F", "C", "C", "C", "F", "C", "C", "C", "C", "C", "C", "F", "C", "C", "F", "C", "C", "H", "H", "H", "H", "H", "H", "H", "C", "Na", "C", "C", "C", "C", "C", "C", "C", "C", "H", "H", "H", "H", "H", "H", "H"], "xyz": [[0.65231, -5.04437, 0.84172], [1.26677, -3.87875, 1.24698], [1.82575, -3.81097, 2.51487], [2.41987, -2.59087, 2.84354], [2.97376, -2.47515, 4.09987], [2.46914, -1.50667, 1.98069], [1.87868, -1.57265, 0.67139], [1.90876, -0.43689, -0.18596], [1.41504, -0.31575, -1.51465], [1.58566, 0.91335, -2.24053], [1.09122, 1.05865, -3.52807], [1.24964, 2.26475, -4.17520], [0.41584, 0.04741, -4.21307], [0.25812, -1.14064, -3.51595], [-0.40382, -2.19209, -4.11332], [0.72746, -1.34852, -2.22689], [1.28073, -2.82945, 0.33977], [1.79871, -4.65616, 3.19125], [2.96160, -0.58725, 2.28036], [2.42089, 0.44181, 0.20955], [2.10793, 1.73214, -1.75739], [0.03521, 0.16856, -5.22067], [0.53174, -2.32550, -1.80451], [0.80569, -3.02403, -0.61304], [-2.34831, 1.23516, 2.71374], [0.07274, 2.52410, 2.01797], [-1.47398, 0.15539, 2.42526], [-1.13280, 0.18105, 1.06670], [-1.75813, 1.30748, 0.46249], [-2.47651, 2.00329, 1.50855], [-2.86379, 3.33322, 1.28125], [-2.80857, 3.83086, -0.02076], [-2.31431, 3.05430, -1.09002], [-1.75311, 1.80437, -0.85138], [-2.95232, 1.40208, 3.59967], [-1.08981, -0.53619, 3.15448], [-0.62346, -0.56205, 0.47782], [-3.18897, 3.94018, 2.13737], [-3.19743, 4.82903, -0.22834], [-2.39333, 3.43841, -2.11095], [-1.37461, 1.16837, -1.65458]], "atomic_forces_ev_per_a": [[0.4285, 0.5765, 0.4231], [0.0187, 0.4915, -0.4032], [-0.0661, -0.2555, 0.0687], [-0.0558, 0.4349, -0.4434], [-0.1949, -0.0067, -0.6060], [-0.1683, -0.4444, 0.1665], [-0.0151, -0.1895, -0.0622], [0.2041, -0.1855, -0.0951], [-0.0603, -0.1325, -0.1843], [-0.2717, -0.1476, -0.4490], [0.1816, -0.0431, 0.6436], [-0.0012, -0.5961, 0.3429], [-0.1674, -0.0926, -0.2808], [0.1946, -0.1074, 0.5920], [0.3743, 0.7278, 0.1528], [-0.2998, 0.0282, -0.5459], [-0.1071, -0.5181, 0.3765], [0.0269, 0.1590, 0.0032], [-0.0195, -0.1143, 0.1244], [-0.0326, -0.0979, -0.0455], [-0.0702, 0.0445, -0.1468], [0.0698, 0.0810, 0.1543], [-0.0361, 0.7043, -0.6419], [0.3101, -0.1745, 0.8814], [0.3157, 0.5350, -0.2749], [-0.7113, -0.7718, -0.3122], [-0.3602, 0.4867, -0.1955], [-0.0923, 0.0037, -0.4684], [0.0288, -0.1928, 0.6493], [0.7400, -0.2098, 0.5488], [-0.3959, 0.3745, -0.4860], [-0.2793, 0.3153, 0.6033], [0.1423, -0.5417, -0.2521], [-0.4671, 0.3420, -0.3008], [0.4214, 0.0372, 0.1162], [-0.1662, -0.4106, 0.0367], [0.2918, -0.1181, 0.2987], [-0.1563, -0.1008, -0.5100], [0.1862, -0.1511, 0.0688], [0.1550, -0.0953, 0.3365], [0.1049, 0.3559, 0.1163]]}